(1)
The following is a DFT calculation (ωB97M-V/def2-TZVPD) of 6 unconnected molecules or ions with the total composition H12O6 in a non-equilibrium geometry.

Results
Kohn-Sham gap = 11.28 eV
Net charge = 0
HOMO energy = -10.88 eV
Energy above the lowest of the compared OMol25 structures with the same formula, charge and spin = 17.9 kcal/mol

Each line ends with the natural charge from an NBO analysis.
Geometry (Å):
H (-2.53500, -1.73051, -0.97487)  0.47
H (-1.01179, -1.78073, -0.53933)  0.51
H (1.13052, -1.34518, -0.01268)  0.50
H (0.39714, -0.23664, -0.74083)  0.48
H (3.41256, -1.44731, 0.10231)  0.47
H (2.56259, -0.24838, 0.43585)  0.50
H (1.06264, 1.22009, 0.15405)  0.50
H (2.18101, 2.19123, 0.16688)  0.48
H (-2.34711, -0.35332, 0.68868)  0.52
H (-2.95749, 0.67368, 1.74605)  0.48
H (-0.64598, 2.34679, -1.06101)  0.47
H (-1.39761, 1.57919, -0.04514)  0.52
O (-1.96905, -1.87437, -0.21103)  -1.00
O (0.48491, -1.14978, -0.70360)  -0.97
O (2.74088, -1.21418, 0.76351)  -0.98
O (2.04530, 1.26848, -0.04945)  -0.97
O (-2.52791, 0.58978, 0.90569)  -1.01
O (-0.62560, 1.51117, -0.62509)  -0.99


(2)
The following is a DFT calculation (ωB97M-V/def2-TZVPD) of 6 unconnected molecules or ions with the total composition H12O6.

Results
Kohn-Sham gap = 11.15 eV
Net charge = 0
HOMO energy = -10.92 eV
Energy above the lowest of the compared OMol25 structures with the same formula, charge and spin = 24.0 kcal/mol

Each line ends with the natural charge from an NBO analysis.
Geometry (Å):
O (0.07888, -0.16733, -0.29963)  -1.01
H (-0.09629, -0.28944, 0.64392)  0.49
H (0.04694, 0.79884, -0.43781)  0.51
O (1.83406, -1.11322, -2.41503)  -0.96
H (1.06709, -1.29860, -2.96626)  0.47
H (1.46323, -0.99360, -1.52735)  0.49
O (0.18011, 2.48938, -1.17829)  -0.96
H (-0.36476, 3.09030, -1.69680)  0.49
H (1.03060, 2.46548, -1.63427)  0.49
O (-2.43573, -1.29984, -1.35031)  -0.96
H (-1.55601, -0.96109, -1.10804)  0.49
H (-3.04041, -0.85335, -0.75062)  0.46
O (-1.22721, 0.23584, 2.48174)  -0.96
H (-1.89033, 0.90596, 2.67611)  0.48
H (-1.21456, -0.33631, 3.25720)  0.48
O (2.06242, -0.81911, 2.48785)  -0.93
H (2.75025, -0.69634, 1.82448)  0.47
H (1.31171, -1.15756, 1.99309)  0.46


(3)
The following is a DFT calculation (ωB97M-V/def2-TZVPD) of 6 unconnected molecules or ions with the total composition H12O6 in a non-equilibrium geometry.

Results
Kohn-Sham gap = 9.65 eV
Net charge = 0
HOMO energy = -9.97 eV
Energy above the lowest of the compared OMol25 structures with the same formula, charge and spin = 41.3 kcal/mol

Each line ends with the natural charge from an NBO analysis.
Geometry (Å):
O (-22.16300, -25.42100, -7.00900)  -0.94
H (-22.27800, -25.42400, -6.08400)  0.47
H (-21.81300, -24.55700, -7.21700)  0.49
O (-19.51800, -28.29600, -5.08000)  -0.96
H (-20.02700, -27.89700, -4.39300)  0.49
H (-19.06500, -29.01500, -4.71200)  0.48
O (-17.71100, -28.70000, -7.07800)  -0.91
H (-18.28200, -28.47000, -6.39400)  0.46
H (-17.07200, -29.16300, -6.51800)  0.45
O (-20.56900, -27.53900, -7.79400)  -0.96
H (-21.24500, -27.00300, -7.46100)  0.50
H (-20.36900, -28.16700, -7.11200)  0.49
O (-19.22200, -25.32500, -7.00000)  -0.96
H (-19.72700, -25.19300, -6.20500)  0.44
H (-19.48500, -26.21500, -7.28300)  0.49
O (-19.23200, -27.33900, -10.09100)  -0.96
H (-19.08800, -26.39300, -9.95500)  0.45
H (-19.87100, -27.46800, -9.36400)  0.48


(4)
The following is a DFT calculation (ωB97M-V/def2-TZVPD) of 6 unconnected molecules or ions with the total composition H12O6.

Results
Kohn-Sham gap = 10.77 eV
Net charge = 0
HOMO energy = -10.85 eV
Energy above the lowest of the compared OMol25 structures with the same formula, charge and spin = 30.8 kcal/mol

Each line ends with the natural charge from an NBO analysis.
Geometry (Å):
O (-2.32486, -0.86676, 1.98957)  -0.95
H (-2.10035, -0.30369, 1.22386)  0.48
H (-1.90380, -0.44646, 2.74721)  0.46
O (1.85741, -0.31934, 2.88122)  -0.95
H (2.19186, -0.14413, 3.76721)  0.48
H (2.29279, -1.13730, 2.61280)  0.48
O (0.67060, -0.15999, -0.31617)  -0.98
H (0.78889, -0.28147, 0.63401)  0.49
H (-0.13211, 0.37794, -0.39629)  0.49
O (-1.62923, 0.17494, -3.60299)  -0.93
H (-0.79995, -0.15646, -3.23361)  0.48
H (-1.75141, 1.03961, -3.20068)  0.45
O (2.92944, -0.98548, -2.10547)  -0.96
H (2.24839, -0.78411, -1.44443)  0.49
H (3.72638, -0.55963, -1.77517)  0.46
O (-1.85354, 1.16118, 0.07625)  -0.96
H (-1.94677, 1.77898, 0.81445)  0.49
H (-2.26375, 1.61217, -0.67177)  0.49


(5)
The following is a DFT calculation (ωB97M-V/def2-TZVPD) of 6 unconnected molecules or ions with the total composition H12O6 in a non-equilibrium geometry.

Results
Kohn-Sham gap = 10.84 eV
Net charge = 0
HOMO energy = -10.74 eV
Energy above the lowest of the compared OMol25 structures with the same formula, charge and spin = 28.3 kcal/mol

Each line ends with the natural charge from an NBO analysis.
Geometry (Å):
O (-9.78200, 11.61700, 16.47900)  -0.97
H (-10.13300, 12.48700, 16.62800)  0.50
H (-9.54900, 11.50600, 15.56700)  0.47
O (-12.60400, 11.68100, 18.51000)  -0.96
H (-12.07600, 11.43900, 17.76100)  0.49
H (-12.20600, 11.38100, 19.29500)  0.47
O (-12.28100, 16.11900, 16.31400)  -0.94
H (-12.93000, 16.26300, 15.64500)  0.49
H (-11.63800, 16.79800, 16.06300)  0.48
O (-10.94700, 14.22200, 18.06100)  -0.98
H (-11.45300, 14.96200, 17.74500)  0.50
H (-11.43700, 13.63600, 18.58200)  0.50
O (-8.45300, 15.20600, 18.59500)  -0.96
H (-8.01200, 14.65000, 19.20600)  0.46
H (-9.33800, 14.92100, 18.57000)  0.48
O (-11.22900, 14.02700, 14.76000)  -0.96
H (-11.59700, 14.75900, 15.28000)  0.48
H (-10.46900, 14.43100, 14.32500)  0.46


(6)
The following is a DFT calculation (ωB97M-V/def2-TZVPD) of 6 unconnected molecules or ions with the total composition H12O6 in a non-equilibrium geometry.

Results
Kohn-Sham gap = 11.38 eV
Net charge = 0
HOMO energy = -11.06 eV
Energy above the lowest of the compared OMol25 structures with the same formula, charge and spin = 53.6 kcal/mol

Each line ends with the natural charge from an NBO analysis.
Geometry (Å):
H (-0.08333, -2.49330, 1.02241)  0.47
H (-0.25165, -1.30657, 0.08786)  0.46
H (-5.01924, -1.80320, 0.16870)  0.47
H (-4.34087, -0.45071, 0.02508)  0.47
H (-0.79645, 1.65387, -0.83496)  0.47
H (-1.45652, 2.49076, -1.91845)  0.47
H (0.68735, -0.35232, -1.07770)  0.43
H (1.91597, -0.85521, -0.33766)  0.48
H (1.66249, 2.27076, 1.38530)  0.47
H (0.64958, 3.35119, 1.04367)  0.47
H (3.25346, -1.75947, 0.49595)  0.47
H (3.46173, -1.37799, -0.96046)  0.48
O (0.15910, -1.56605, 0.92029)  -0.93
O (-4.20456, -1.33503, 0.38341)  -0.94
O (-1.60674, 2.13597, -1.03497)  -0.94
O (1.61691, -0.15008, -0.92277)  -0.95
O (0.78292, 2.58881, 1.61810)  -0.94
O (3.56983, -1.04142, -0.06378)  -0.91


(7)
The following is a DFT calculation (ωB97M-V/def2-TZVPD) of 6 unconnected molecules or ions with the total composition H12O6.

Results
Kohn-Sham gap = 10.40 eV
Net charge = 0
HOMO energy = -10.80 eV
Energy above the lowest of the compared OMol25 structures with the same formula, charge and spin = 30.7 kcal/mol

Each line ends with the natural charge from an NBO analysis.
Geometry (Å):
O (2.98001, -2.62797, 2.43807)  -0.93
H (2.73016, -2.61098, 1.50774)  0.46
H (2.16511, -2.82951, 2.91314)  0.47
O (1.37955, 3.27747, 1.35324)  -0.96
H (1.23841, 2.44007, 0.87967)  0.49
H (1.57588, 3.92409, 0.66751)  0.46
O (-2.60750, 0.01244, -2.85602)  -0.95
H (-1.86128, 0.01369, -2.24154)  0.48
H (-3.32630, -0.38606, -2.35669)  0.47
O (-2.16332, 1.05632, 0.14410)  -0.96
H (-2.31485, 1.69616, 0.84842)  0.48
H (-1.28008, 0.70480, 0.32131)  0.48
O (-0.36415, -1.39269, -1.49657)  -0.96
H (0.00676, -1.99067, -2.15793)  0.49
H (-0.58194, -1.95898, -0.74513)  0.48
O (0.75774, 0.58662, 0.40562)  -0.97
H (0.56668, 0.27033, -0.49674)  0.50
H (1.09911, -0.18514, 0.87182)  0.48


(8)
The following is a DFT calculation (ωB97M-V/def2-TZVPD) of 6 unconnected molecules or ions with the total composition H12O6 in a non-equilibrium geometry.

Results
Kohn-Sham gap = 10.98 eV
Net charge = 0
HOMO energy = -10.72 eV
Energy above the lowest of the compared OMol25 structures with the same formula, charge and spin = 34.2 kcal/mol

Each line ends with the natural charge from an NBO analysis.
Geometry (Å):
O (1.57430, -2.00267, -1.07754)  -0.95
H (1.97041, -2.74528, -1.53917)  0.47
H (0.99509, -2.42289, -0.46841)  0.49
O (0.42804, 0.07447, 0.90659)  -0.99
H (-0.07980, 0.89309, 0.80272)  0.49
H (1.19922, 0.28123, 1.41943)  0.49
O (-1.21336, -0.99091, -0.98637)  -0.95
H (-1.10458, -0.86598, -1.87851)  0.45
H (-0.57714, -0.49919, -0.51084)  0.48
O (-0.90241, 2.15044, -0.17989)  -0.96
H (-0.85268, 2.09553, -1.13000)  0.49
H (-0.38632, 2.92061, 0.13089)  0.49
O (3.33760, -0.63636, 0.67365)  -0.96
H (3.89895, -1.42855, 0.52128)  0.46
H (2.61985, -0.87771, 0.12570)  0.49
O (-3.59645, 0.98264, 1.11910)  -0.94
H (-4.34164, 1.53572, 1.38342)  0.46
H (-2.96906, 1.53580, 0.68795)  0.48